Density functional theory data (ωB97M-V with the def2-TZVPD basis set) for a single C16H14Cl2N2O4 molecule at a distorted geometry.

Last columns: bonded neighbours and bond lengths (Å).
Positions of all 38 atoms, in Å:
1 H 0.962 -0.292 -5.588  C22 1.079
2 C -0.904 -2.105 -0.085  H24 1.099, O25 1.413, H31 1.097, C34 1.491
3 C -0.435 0.506 -2.605  O9 1.373, C18 1.406, C20 1.389
4 H -1.107 2.855 -0.434  C13 1.093
5 C -2.309 -1.493 3.278  C10 1.480, C14 1.426, N17 1.304
6 H -3.341 -1.414 5.115  C10 1.085
7 H -1.412 1.125 -0.089  C13 1.097
8 O 1.314 0.556 -0.319  C19 1.341, N35 1.354
9 O -0.881 1.666 -2.022  C3 1.373, C13 1.411
10 C -2.511 -0.914 4.625  C5 1.480, H6 1.085, H32 1.088, H37 1.088
11 C 2.673 1.865 0.721  C26 1.480, C30 1.424, N35 1.304
12 Cl 1.101 4.175 1.012  C30 1.707
13 C -0.768 1.833 -0.625  H4 1.093, H7 1.097, O9 1.411, C19 1.494
14 C -1.319 -1.128 2.320  C5 1.426, Cl33 1.706, C34 1.371
15 H 0.919 -2.543 -4.550  C36 1.079
16 H 4.282 3.227 0.875  C26 1.089
17 N -3.045 -2.452 2.790  C5 1.304, O38 1.351
18 C -0.503 -0.777 -2.035  C3 1.406, C23 1.389, O25 1.374
19 C 0.637 1.700 -0.136  O8 1.341, C13 1.494, C30 1.371
20 C 0.087 0.653 -3.884  C3 1.389, C22 1.381, H29 1.079
21 H -0.010 -2.842 -2.322  C23 1.078
22 C 0.561 -0.432 -4.597  H1 1.079, C20 1.381, C36 1.381
23 C 0.009 -1.853 -2.749  C18 1.389, H21 1.078, C36 1.384
24 H 0.170 -2.300 0.038  C2 1.099
25 O -1.096 -0.903 -0.802  C2 1.413, C18 1.374
26 C 3.902 2.347 1.390  C11 1.480, H16 1.089, H27 1.089, H28 1.085
27 H 3.677 2.628 2.418  C26 1.089
28 H 4.654 1.564 1.381  C26 1.085
29 H 0.113 1.648 -4.299  C20 1.079
30 C 1.458 2.579 0.522  C11 1.424, Cl12 1.707, C19 1.371
31 H -1.383 -2.953 -0.592  C2 1.097
32 H -1.607 -1.035 5.219  C10 1.088
33 Cl -0.112 0.064 2.499  C14 1.706
34 C -1.552 -1.953 1.249  C2 1.491, C14 1.371, O38 1.342
35 N 2.556 0.671 0.209  O8 1.354, C11 1.304
36 C 0.535 -1.685 -4.018  H15 1.079, C22 1.381, C23 1.384
37 H -2.721 0.151 4.543  C10 1.088
38 O -2.596 -2.741 1.549  N17 1.351, C34 1.342

Relative energy (zero: lowest compared OMol25 entry of this formula, charge and spin)   384.8 kJ/mol
Multiplicity   1
Structure (SMILES)   Cc1noc(COc2ccccc2OCc2onc(C)c2Cl)c1Cl
Lowest unoccupied orbital energy   0.0216 Eh
HOMO   -8.49 eV